Entry 1:
{
  "formula": "C23H43F6N3O6PS4Ti",
  "method": "ωB97M-V/def2-TZVPD",
  "total_energy_ha": -4900.92251,
  "e_above_lowest_kj_mol": 14.4,
  "fmax_ha_per_bohr": 0.0122,
  "spin_multiplicity": 2,
  "lumo_energy_ev": [4.404, 4.404],
  "e_homo_ev": [-2.3, -2.3],
  "charge": -2,
  "elements": ["Ti", "C", "C", "C", "C", "C", "C", "C", "C", "C", "C", "C", "C", "C", "C", "C", "C", "C", "H", "H", "H", "H", "H", "H", "H", "H", "H", "H", "H", "H", "H", "H", "H", "H", "H", "H", "H", "H", "H", "H", "H", "H", "H", "H", "H", "H", "H", "C", "C", "O", "P", "S", "S", "O", "C", "C", "H", "H", "H", "H", "H", "H", "H", "H", "H", "H", "N", "N", "H", "H", "H", "H", "F", "C", "F", "F", "S", "O", "O", "N", "S", "O", "O", "C", "F", "F", "F"],
  "xyz": [[-0.01581, -1.00692, 0.41531], [-1.48414, 1.66469, 1.27344], [-0.57028, 2.27033, 0.39576], [0.73656, 1.80284, 0.76457], [0.54966, 0.91002, 1.85174], [-0.82984, 0.80194, 2.16977], [-1.38572, 0.37029, 3.52077], [-2.83074, -0.12580, 3.40671], [-1.37079, 1.61247, 4.43058], [-0.53256, -0.71539, 4.18122], [2.15648, 2.30019, 0.44706], [2.45783, 2.65508, -1.01344], [2.40708, 3.54468, 1.32053], [3.21084, 1.25273, 0.83231], [-1.04915, 3.24134, -0.69025], [-0.77943, 2.72451, -2.11168], [-2.57070, 3.44137, -0.59943], [-0.43032, 4.63614, -0.50113], [-2.54965, 1.83131, 1.25374], [1.33876, 0.50390, 2.46361], [-3.47462, 0.63421, 2.95471], [-3.22986, -0.34643, 4.40226], [-2.87801, -1.03783, 2.81321], [-2.00840, 2.39738, 4.01764], [-0.35602, 2.00947, 4.51241], [-1.73003, 1.36038, 5.43498], [-0.50258, -1.61923, 3.57610], [-0.95627, -0.96563, 5.15965], [0.49284, -0.37367, 4.33785], [1.85534, 3.47586, -1.39371], [2.31235, 1.78325, -1.65332], [3.50664, 2.96149, -1.08806], [1.69288, 4.34091, 1.10067], [3.41988, 3.93012, 1.15606], [2.30087, 3.28473, 2.37588], [3.08069, 0.33485, 0.25894], [3.18612, 0.99634, 1.89057], [4.20753, 1.65145, 0.61640], [-1.39554, 1.84757, -2.31395], [0.24992, 2.42573, -2.26916], [-1.04265, 3.49095, -2.84970], [-3.10532, 2.49613, -0.70887], [-2.89074, 4.11608, -1.39979], [-2.85577, 3.89126, 0.35421], [0.65079, 4.64383, -0.62333], [-0.65581, 5.00591, 0.50228], [-0.85431, 5.33669, -1.22910], [4.86208, 0.62208, -3.85458], [4.25025, -0.72794, -4.18994], [2.91431, -0.79945, -3.72795], [2.72069, -1.47363, -2.19435], [2.04199, -1.91064, 1.52215], [0.94905, -0.47472, -1.79989], [2.34428, -3.01870, -2.56483], [1.13152, -3.46703, -3.17350], [1.25207, -3.47849, -4.68666], [5.88181, 0.70171, -4.24117], [4.88376, 0.75402, -2.77146], [4.25607, 1.42340, -4.28007], [4.85650, -1.53141, -3.75277], [4.22717, -0.88589, -5.27262], [0.30624, -2.83654, -2.84706], [0.95335, -4.46902, -2.78109], [1.39589, -2.46501, -5.06102], [0.34214, -3.89375, -5.12772], [2.10186, -4.08901, -5.00144], [-3.20732, -0.25139, -0.31427], [-1.89891, -0.52701, -0.86690], [-3.07388, -0.21151, 0.69119], [-3.75488, -1.09258, -0.46941], [-1.71642, 0.12843, -1.61693], [-1.91998, -1.46529, -1.26591], [3.03431, -4.13003, 2.41986], [1.91262, -3.65897, 1.79344], [0.88467, -4.02886, 2.60227], [1.78987, -4.41130, 0.67764], [-1.43830, -3.40203, 0.56251], [-1.40230, -2.20081, 1.52841], [-0.49943, -2.85244, -0.52141], [-2.91080, -3.26446, -0.19498], [-4.01125, -4.32559, 0.07396], [-3.56401, -5.62088, 0.52540], [-5.03020, -4.27473, -0.94288], [-4.90495, -3.67273, 1.55316], [-4.10333, -3.60678, 2.62163], [-5.94746, -4.46007, 1.87199], [-5.38704, -2.43847, 1.33119]],
  "forces_ev_per_a": [[-0.424, 0.394, 0.239], [-0.049, -0.078, -0.102], [-0.021, 0.080, 0.011], [0.029, -0.170, -0.041], [0.046, -0.056, 0.085], [0.199, 0.022, 0.142], [-0.032, -0.015, -0.045], [0.024, -0.012, 0.019], [-0.002, -0.018, 0.011], [-0.020, 0.016, -0.012], [-0.017, 0.068, -0.013], [0.016, -0.045, -0.055], [-0.029, 0.048, 0.016], [-0.021, 0.015, -0.010], [0.022, -0.004, 0.042], [0.036, 0.037, 0.046], [0.021, 0.000, 0.023], [0.007, 0.019, -0.054], [0.007, -0.024, -0.001], [-0.006, 0.046, 0.003], [-0.001, 0.002, -0.003], [-0.010, 0.010, -0.001], [-0.009, 0.010, -0.002], [0.003, 0.007, 0.002], [0.000, 0.003, 0.004], [0.000, 0.005, -0.001], [0.011, -0.014, 0.001], [0.007, -0.002, 0.001], [0.003, -0.001, -0.007], [0.006, -0.032, -0.027], [-0.011, 0.083, 0.003], [0.006, 0.017, -0.001], [0.084, -0.060, 0.052], [0.004, 0.000, 0.001], [0.002, 0.000, 0.016], [0.015, -0.013, -0.022], [-0.003, 0.010, 0.013], [-0.010, -0.003, -0.011], [-0.028, 0.067, -0.054], [0.084, -0.024, -0.004], [-0.007, -0.001, 0.004], [0.004, 0.009, -0.019], [0.000, -0.007, -0.003], [-0.006, -0.001, 0.020], [-0.120, 0.017, -0.006], [0.002, 0.002, 0.001], [-0.004, 0.005, -0.008], [-0.042, -0.029, 0.007], [0.030, 0.020, 0.019], [0.015, -0.012, -0.017], [0.029, -0.013, 0.096], [0.027, -0.092, -0.075], [0.013, -0.005, -0.179], [-0.025, -0.013, 0.029], [0.029, 0.022, -0.026], [-0.003, 0.004, 0.024], [0.003, -0.007, -0.005], [0.010, 0.017, -0.001], [0.006, 0.005, 0.002], [-0.007, -0.006, -0.013], [0.010, -0.002, -0.003], [-0.011, 0.009, 0.015], [0.004, -0.001, -0.001], [-0.005, -0.005, -0.008], [0.002, -0.003, -0.006], [-0.003, 0.000, -0.005], [0.028, 0.111, -0.073], [-0.074, -0.115, 0.132], [0.015, -0.026, -0.021], [0.002, -0.029, 0.023], [-0.052, -0.030, 0.052], [0.032, 0.100, -0.153], [-0.004, -0.018, -0.001], [0.005, 0.008, -0.004], [0.045, 0.010, -0.067], [-0.010, 0.048, 0.073], [0.085, 0.160, 0.026], [0.004, -0.022, -0.187], [0.008, -0.439, 0.079], [0.053, -0.029, 0.022], [-0.023, -0.124, -0.005], [-0.015, 0.061, -0.015], [0.023, 0.019, -0.009], [0.017, 0.039, -0.004], [0.004, -0.027, -0.003], [-0.022, 0.012, 0.026], [-0.015, -0.010, 0.001]],
  "mulliken_spin": [0.965, -0.031, 0.017, -0.050, 0.065, 0.020, 0.009, 0.001, -0.001, 0.004, 0.006, 0.001, 0.000, 0.015, -0.012, 0.001, 0.002, -0.003, -0.006, 0.003, 0.000, 0.000, 0.000, 0.000, 0.000, 0.000, 0.000, 0.000, 0.000, 0.000, -0.001, 0.000, 0.000, 0.000, 0.000, -0.005, 0.001, 0.000, 0.002, -0.001, 0.000, 0.000, 0.000, 0.000, 0.000, 0.001, 0.000, 0.000, 0.000, 0.000, 0.005, -0.020, -0.018, 0.001, 0.000, 0.000, 0.000, 0.000, 0.000, 0.000, 0.000, 0.002, 0.000, 0.000, 0.000, 0.000, 0.003, -0.003, 0.003, 0.000, -0.004, 0.002, 0.000, 0.011, 0.001, 0.000, 0.012, -0.002, 0.004, 0.000, 0.000, 0.000, 0.000, 0.000, 0.000, 0.000, 0.000]
}

***

Entry 2:
{
  "formula": "C23H43N2O3P2S",
  "method": "ωB97M-V/def2-TZVPD",
  "total_energy_ha": -2318.19345,
  "fmax_ha_per_bohr": 0.0487,
  "spin_multiplicity": 1,
  "lumo_energy_ev": -2.262,
  "e_homo_ev": -10.7,
  "charge": 1,
  "elements": ["O", "P", "O", "O", "C", "C", "C", "C", "C", "C", "N", "S", "N", "C", "H", "H", "H", "H", "H", "H", "H", "C", "C", "C", "C", "P", "C", "C", "C", "C", "C", "C", "C", "C", "C", "C", "C", "C", "H", "H", "H", "H", "H", "H", "H", "H", "H", "H", "H", "H", "H", "H", "H", "H", "H", "H", "H", "H", "H", "H", "H", "H", "H", "H", "H", "H", "H", "H", "H", "H", "H", "H", "H", "H"],
  "xyz": [[0.29592, 3.40226, -4.49037], [1.42418, 2.44014, -4.51402], [1.92263, 2.38197, -6.06282], [0.85014, 1.01204, -3.97937], [2.79817, 3.06921, -3.42694], [2.34734, 4.47651, -2.96980], [1.81131, 4.63349, -1.72581], [1.34972, 5.95316, -1.29138], [1.46666, 7.01629, -2.14871], [2.02846, 6.85435, -3.46037], [2.21568, 7.75269, -4.44596], [2.90263, 6.99405, -5.70156], [2.99525, 5.43742, -5.14684], [2.49987, 5.55310, -3.92092], [1.12779, 2.62328, -6.56903], [-0.10832, 1.00110, -4.13273], [3.74519, 3.15851, -3.98833], [2.97816, 2.41791, -2.55579], [1.74010, 3.73871, -1.09288], [0.92102, 6.05061, -0.29079], [1.13527, 8.00405, -1.81261], [-4.51798, -2.21917, -0.38303], [-3.62254, -0.99692, -0.20232], [-2.27488, -1.13657, -0.91140], [-1.25587, -2.05612, -0.22231], [-0.35308, -1.41782, 1.19092], [0.30902, 0.19439, 0.69662], [1.11350, 0.34525, -0.60104], [2.54985, -0.18734, -0.62547], [3.42032, 0.25061, 0.54750], [1.07961, -2.44162, 1.51383], [0.97840, -3.91231, 1.93821], [0.50670, -4.19643, 3.36395], [1.16020, -3.34520, 4.44683], [-1.32113, -0.96492, 2.63633], [-2.09839, -1.91031, 3.56408], [-2.94844, -3.01818, 2.92490], [-4.44926, -2.76347, 3.04296], [-4.04037, -3.13482, -0.02744], [-5.44950, -2.08991, 0.16770], [-4.76747, -2.35875, -1.43590], [-3.48693, -0.78947, 0.86120], [-4.14425, -0.13130, -0.61728], [-1.84053, -0.14078, -1.03286], [-2.45178, -1.51376, -1.92123], [-0.48370, -2.28347, -0.96758], [-1.70290, -3.02544, 0.00798], [0.86938, 0.60001, 1.54343], [-0.56583, 0.84725, 0.60588], [1.16175, 1.41452, -0.82492], [0.56510, -0.10994, -1.42947], [3.01909, 0.15949, -1.54951], [2.55169, -1.27644, -0.70291], [3.59093, 1.32922, 0.52537], [4.39082, -0.24363, 0.49675], [2.98128, -0.00419, 1.51392], [1.76249, -1.90351, 2.17462], [1.59399, -2.48823, 0.55015], [1.97415, -4.34846, 1.82715], [0.33188, -4.44946, 1.23816], [0.69209, -5.24960, 3.58614], [-0.57697, -4.08679, 3.40407], [2.21796, -3.59214, 4.55337], [0.67490, -3.52889, 5.40623], [1.07415, -2.27425, 4.24777], [-2.00952, -0.17957, 2.30743], [-0.60838, -0.43475, 3.28017], [-2.73205, -1.28950, 4.20232], [-1.39408, -2.36288, 4.26280], [-2.74819, -3.96204, 3.43722], [-2.67479, -3.17843, 1.88153], [-4.76410, -2.81409, 4.08627], [-5.00926, -3.52028, 2.49230], [-4.72423, -1.78042, 2.65566]],
  "forces_ev_per_a": [[-0.043, -0.355, 0.213], [-1.398, 1.837, -0.593], [0.156, -0.939, 1.339], [1.118, 0.047, -0.241], [0.045, -0.039, -0.249], [0.544, -1.583, -0.413], [-0.024, 1.008, -0.369], [0.515, -0.811, -0.821], [-0.271, 0.318, 0.578], [0.761, -0.899, -1.483], [0.157, -0.283, 0.191], [-0.335, -0.414, 0.486], [-0.293, 1.921, 0.382], [-0.939, -0.509, 2.263], [0.261, 0.087, -0.033], [0.223, 0.204, -0.040], [-0.487, -0.205, 0.072], [-0.211, 0.149, -0.392], [-0.080, 0.602, -0.096], [0.163, 0.169, -0.422], [0.146, -0.327, -0.331], [0.028, 0.068, 0.066], [-0.180, -0.153, -0.175], [-0.139, 0.497, 0.340], [-0.150, -0.536, -0.693], [0.225, 0.569, -0.081], [-0.039, 0.479, -0.044], [0.190, -0.215, -0.264], [0.030, -0.100, 0.122], [0.012, -0.030, -0.099], [0.596, -0.814, -0.119], [-0.233, -0.294, 0.292], [-0.220, 0.079, 0.024], [-0.060, -0.120, -0.010], [-0.519, 0.421, 0.788], [0.276, -0.575, 0.182], [-0.283, -0.025, 0.235], [0.017, -0.029, -0.147], [-0.041, -0.019, 0.013], [0.005, -0.085, -0.030], [0.017, -0.011, 0.009], [0.032, 0.004, 0.021], [0.077, 0.021, 0.037], [0.077, -0.045, -0.069], [0.090, -0.071, 0.046], [0.175, -0.003, 0.197], [0.014, 0.029, 0.145], [-0.011, -0.148, 0.067], [-0.054, -0.090, 0.088], [-0.173, -0.013, 0.060], [-0.012, 0.123, -0.036], [-0.110, -0.037, -0.029], [0.017, -0.009, -0.002], [-0.022, -0.018, 0.073], [0.012, 0.083, 0.017], [0.024, 0.019, 0.011], [-0.189, 0.170, 0.043], [-0.089, 0.334, -0.059], [0.028, 0.155, -0.147], [0.063, -0.020, -0.017], [0.015, 0.015, -0.084], [-0.023, 0.047, 0.047], [0.006, 0.095, 0.001], [0.095, -0.010, 0.015], [0.019, 0.003, 0.015], [0.142, -0.033, -0.315], [0.134, 0.046, -0.194], [-0.003, 0.092, -0.159], [0.086, 0.026, -0.094], [0.098, 0.012, -0.087], [0.000, 0.033, -0.037], [0.029, 0.055, -0.013], [-0.048, 0.063, 0.028], [-0.034, -0.014, -0.019]],
  "lowdin_charge": [-0.297, 0.504, -0.141, -0.160, -0.137, -0.232, -0.031, -0.053, -0.020, -0.317, -0.232, 1.022, -0.187, -0.361, 0.087, 0.082, 0.102, 0.075, 0.097, 0.104, 0.118, -0.099, -0.249, -0.223, -0.260, 1.016, -0.265, -0.227, -0.254, -0.091, -0.265, -0.213, -0.250, -0.099, -0.257, -0.215, -0.256, -0.102, 0.064, 0.077, 0.083, 0.078, 0.118, 0.098, 0.124, 0.107, 0.089, 0.100, 0.102, 0.099, 0.093, 0.103, 0.089, 0.083, 0.083, 0.052, 0.096, 0.086, 0.122, 0.112, 0.119, 0.068, 0.085, 0.083, 0.056, 0.097, 0.107, 0.122, 0.085, 0.106, 0.070, 0.084, 0.078, 0.070]
}